# 1
The following is a quantum chemistry calculation of the molecule C4H8N2O2 in a non-equilibrium geometry, from OMol25.

LUMO level = -0.022 Ha
Largest force on an atom = 3.1 eV/A
E_tot = -11348.6016 eV
HOMO-LUMO gap = 7.5 eV
E_HOMO = -8.12 eV

```
16
Properties=species:S:1:pos:R:3:forces:R:3
C -1.139 0.916 2.151 -0.27 1.19 0.41
C -0.595 -0.689 -2.003 -0.23 0.39 -0.04
C 0.309 0.191 0.468 -1.71 -0.48 2.56
C 0.516 -0.726 -0.996 1.82 -2.23 0.79
O 1.308 0.977 0.924 0.10 0.40 -0.74
O 1.775 -0.560 -1.613 -0.68 0.96 -0.45
N 0.573 -1.258 0.241 -0.09 -0.92 -2.78
N -0.908 0.171 0.933 1.18 1.46 0.35
H 2.091 0.744 0.399 -0.04 0.05 0.25
H 2.381 -1.206 -1.226 -0.28 0.19 0.36
H -1.715 0.344 2.879 -0.24 -0.26 -0.41
H -0.279 1.303 2.709 0.37 -0.29 -0.46
H -1.716 1.820 1.915 -0.21 -0.18 -0.03
H -0.609 -1.632 -2.556 0.04 0.05 0.12
H -1.550 -0.520 -1.510 0.10 -0.22 0.10
H -0.442 0.124 -2.715 0.15 -0.11 -0.01
```
Forces are in eV/Å.

Atom charges from the natural (NBO) analysis, given in e for atoms 1 to 8: -0.478, -0.690, 0.494, 0.542, -0.665, -0.719, -0.553, -0.289



# 2
The following is a quantum chemistry calculation of a 3-piece molecular cluster, C3H9N3 overall in a non-equilibrium geometry, from OMol25.

LUMO level (alpha / beta) = 0.016 / 0.014 Ha
Largest force on an atom = 1.7 eV/A
E_tot = -7721.1702 eV
HOMO-LUMO gap (alpha / beta) = 7.8 / 7.2 eV
E_HOMO (alpha / beta) = -7.35 / -6.80 eV

```
15
Properties=species:S:1:pos:R:3:forces:R:3
C 1.062 0.346 0.753 -0.43 -0.76 0.18
C 1.638 0.255 -0.630 -0.05 -0.05 -0.06
C -0.572 -0.896 0.858 1.39 0.90 -0.26
N -0.752 -1.785 -0.011 -0.39 0.25 -0.07
H -0.678 -1.468 -0.979 0.26 -0.05 0.08
H -0.723 -1.036 1.924 -0.02 0.13 -0.07
H 1.598 -0.226 1.506 0.00 -0.03 -0.03
H 0.878 1.354 1.123 -0.14 -0.01 -0.06
H 1.649 -0.780 -0.981 -0.03 0.06 0.03
H 2.675 0.608 -0.646 -0.10 0.02 0.03
H 1.071 0.856 -1.344 0.02 -0.03 0.02
N -1.929 0.985 0.121 0.23 0.28 -0.11
N -2.308 0.457 -0.886 0.35 -0.25 0.10
H -3.069 0.984 -1.377 0.13 -0.04 0.31
H -0.540 0.348 0.570 -1.22 -0.42 -0.09
```
Forces are in eV/Å.

Atom charges from the natural (NBO) analysis, given in e for atoms 1 to 8: -0.418, -0.656, 0.021, -0.665, 0.362, 0.196, 0.217, 0.214



# 3
The following is a quantum chemistry calculation of a 5-piece molecular cluster, CH10ClO4 overall in a non-equilibrium geometry, from OMol25.

LUMO level = 0.136 Ha
Largest force on an atom = 1.1 eV/A
E_tot = -21914.5204 eV
Net charge = -1
HOMO-LUMO gap = 9.3 eV
E_HOMO = -5.57 eV

```
16
Properties=species:S:1:pos:R:3:forces:R:3
Cl 13.655 -14.971 -25.307 -0.13 -0.14 0.01
C 14.694 -17.844 -22.368 -0.09 -0.19 -0.37
O 14.765 -17.680 -23.746 0.43 -0.16 -0.75
H 13.814 -17.342 -21.967 -0.06 -0.16 0.34
H 14.645 -18.926 -22.245 -0.16 -0.04 0.65
H 15.594 -17.468 -21.883 0.11 0.11 0.30
H 14.300 -16.892 -24.037 -0.10 0.52 -0.23
O 11.350 -13.964 -27.309 -0.79 0.23 -0.64
H 12.171 -14.171 -26.862 0.77 -0.41 0.59
H 11.066 -13.137 -26.918 0.00 0.14 0.07
O 11.226 -13.912 -23.496 -0.77 0.33 0.73
H 10.795 -13.299 -24.092 -0.03 0.04 -0.13
H 11.855 -14.379 -24.047 0.85 -0.36 -0.55
O 12.112 -18.004 -25.585 -0.32 -0.75 -0.12
H 12.568 -17.188 -25.790 0.38 0.66 0.01
H 11.353 -17.731 -25.069 -0.09 0.17 0.09
```
Forces are in eV/Å.

Atom charges from the natural (NBO) analysis, given in e for atoms 1 to 8: -0.927, -0.234, -0.750, 0.163, 0.157, 0.141, 0.504, -0.972



Please write out number 1 again, unchanged.
The following is a quantum chemistry calculation of the molecule C4H8N2O2 in a non-equilibrium geometry, from OMol25.

LUMO level = -0.022 Ha
Largest force on an atom = 3.1 eV/A
E_tot = -11348.6016 eV
HOMO-LUMO gap = 7.5 eV
E_HOMO = -8.12 eV

```
16
Properties=species:S:1:pos:R:3:forces:R:3
C -1.139 0.916 2.151 -0.27 1.19 0.41
C -0.595 -0.689 -2.003 -0.23 0.39 -0.04
C 0.309 0.191 0.468 -1.71 -0.48 2.56
C 0.516 -0.726 -0.996 1.82 -2.23 0.79
O 1.308 0.977 0.924 0.10 0.40 -0.74
O 1.775 -0.560 -1.613 -0.68 0.96 -0.45
N 0.573 -1.258 0.241 -0.09 -0.92 -2.78
N -0.908 0.171 0.933 1.18 1.46 0.35
H 2.091 0.744 0.399 -0.04 0.05 0.25
H 2.381 -1.206 -1.226 -0.28 0.19 0.36
H -1.715 0.344 2.879 -0.24 -0.26 -0.41
H -0.279 1.303 2.709 0.37 -0.29 -0.46
H -1.716 1.820 1.915 -0.21 -0.18 -0.03
H -0.609 -1.632 -2.556 0.04 0.05 0.12
H -1.550 -0.520 -1.510 0.10 -0.22 0.10
H -0.442 0.124 -2.715 0.15 -0.11 -0.01
```
Forces are in eV/Å.

Atom charges from the natural (NBO) analysis, given in e for atoms 1 to 8: -0.478, -0.690, 0.494, 0.542, -0.665, -0.719, -0.553, -0.289



Q: Which of these has the highest E_tot?
A: C3H9N3